# 1
Computed, not measured: a structure of composition C37H40F5N7PSSe2Tl, with wB97M-V/def2-TZVPD.

```
94
C37H40F5N7PSSe2Tl wB97M-V/def2-TZVPD
C -0.80 -4.26 0.72
C -3.42 0.93 -2.42
C -2.49 -5.82 1.57
F 3.38 4.69 1.02
C -0.31 -3.09 2.43
C 5.92 -0.41 -3.76
C 4.22 0.56 1.97
F -1.82 4.57 2.54
C -4.63 0.56 -3.28
C -2.54 -6.38 0.31
H -4.56 -0.44 -3.69
N -0.18 2.28 -2.51
H -1.81 -6.36 -1.71
N -1.26 -4.00 2.85
C -5.63 0.26 0.02
S -1.03 2.07 1.09
H -5.86 1.16 -0.55
H 3.44 1.40 3.78
N 3.32 0.78 3.00
H -1.67 -4.03 3.76
C 5.53 0.96 1.76
H 3.56 -1.21 -0.87
N -0.10 -0.74 3.16
C -3.16 -1.93 -1.51
H -5.09 -2.55 -0.70
C -2.33 -2.17 -2.77
C 0.92 0.21 3.52
F -0.31 6.68 3.16
C 5.43 -0.25 -0.36
C -0.05 3.45 1.43
H -5.98 -0.60 -0.54
H 6.07 1.58 2.46
H -2.82 -1.75 -3.66
C 2.09 4.66 1.38
C 6.13 0.53 0.58
C -0.53 3.15 -3.20
F 1.89 2.59 0.35
C 0.23 5.66 2.46
C 2.14 0.17 2.64
C -3.89 -0.80 1.51
C -4.56 -2.53 -1.65
C -3.52 2.37 -1.91
C 3.52 -0.22 1.04
H -0.26 -4.44 -1.36
C -0.86 -4.84 -0.55
Tl 0.37 0.21 -0.99
H -2.66 -2.46 -0.69
H -6.21 0.31 0.95
H -3.11 -6.19 2.38
H -2.20 -3.25 -2.94
C -4.14 0.18 0.36
N 6.68 -1.43 -3.34
P -2.91 -0.15 -0.99
Se 1.98 -1.76 -3.85
C -1.73 -5.89 -0.74
H -2.74 2.60 -1.18
H -2.53 0.89 -3.06
C 6.00 -2.54 -3.04
H -5.56 0.65 -2.72
C -0.54 4.56 2.13
H -3.40 3.07 -2.73
H -0.36 -0.60 2.19
H 0.48 1.21 3.45
H -3.21 -7.20 0.12
C 4.55 -0.45 -3.92
C 4.12 -0.63 -0.14
H -4.68 1.26 -4.12
H -1.33 -1.73 -2.71
F 2.32 6.77 2.42
C 1.56 5.71 2.09
C 1.30 3.57 1.05
N 2.22 -0.44 1.49
N -0.01 -3.22 1.17
C -1.60 -4.76 1.76
H 6.46 0.51 -3.99
H 1.22 0.03 4.56
C 3.84 -1.63 -3.62
C 0.30 -2.12 3.39
H 6.61 -3.37 -2.68
H 5.93 -0.54 -1.28
H -4.21 -1.81 1.25
C 4.63 -2.69 -3.14
H 4.01 0.42 -4.27
H 4.16 -3.62 -2.87
H -4.47 -3.56 -2.00
H 1.39 -2.25 3.33
H -5.17 -1.98 -2.37
H -4.49 2.55 -1.43
H -2.83 -0.84 1.77
H 7.15 0.82 0.36
H -3.82 1.17 0.71
Se -1.10 4.48 -4.26
H -4.44 -0.49 2.40
H -0.01 -2.41 4.40
```

As for the total charge: -2. The LUMO energy is 0.1359 Eh. The energy above the lowest of the compared OMol25 structures with the same formula, charge and spin comes out at 36.1 kJ/mol. The HOMO-LUMO gap comes out at 0.1994 Ha.


# 2
Computed, not measured: a structure of composition C37H40N6OPdSSe, with wB97M-V/def2-TZVPD.

```
87
C37H40N6OPdSSe wB97M-V/def2-TZVPD
H 3.74 3.51 0.78
N -2.36 1.12 -1.91
H -2.45 0.94 3.68
H -0.64 5.49 -4.09
C -1.23 0.40 -1.98
C -4.51 -0.79 -3.25
H 1.15 1.51 -4.90
C -2.38 4.59 -3.21
H -3.95 1.52 -0.66
H 4.79 -2.99 2.62
C 0.99 -1.95 -4.60
H -3.97 3.48 -2.28
H 3.13 -1.61 5.82
C 1.53 -2.98 1.71
H -1.54 1.05 2.23
H 2.85 -4.55 2.35
H -0.95 1.87 3.67
H -3.52 -1.47 -5.05
H -3.82 0.26 -5.02
H 1.27 -0.24 -2.38
H -0.49 -0.41 -4.93
C 0.59 -2.37 5.16
C -0.56 -2.64 4.42
H -4.88 1.33 -3.00
H 2.81 0.13 5.81
C -3.65 0.72 -1.34
C 2.75 -3.50 2.14
C -1.11 -4.04 4.38
H -2.87 -2.72 2.94
C 1.14 -1.10 5.23
C -0.23 3.49 -3.51
H -2.97 5.49 -3.34
H -4.21 -1.63 -2.62
C 0.71 2.12 0.22
O -2.25 -1.39 1.61
H -1.09 -4.46 3.38
H 0.84 0.97 4.73
C 0.47 -0.04 4.60
C 2.16 0.53 1.10
N 0.94 0.87 0.64
C -1.42 0.95 3.33
H -3.46 -0.17 -0.73
C 3.19 1.47 1.16
C 2.38 -0.85 6.03
C 2.40 -0.87 1.53
C -4.73 0.44 -2.38
H 0.67 -3.63 1.59
N -0.28 1.12 -2.60
H 1.07 -3.19 5.69
H 2.44 0.39 -4.52
H 1.76 1.46 -2.46
H -5.48 -1.07 -3.67
C -1.14 -1.58 3.70
Se -1.00 -1.34 -1.27
C -2.16 -1.92 2.73
H -0.53 -4.69 5.02
C 3.65 -1.29 1.97
H 0.75 -0.49 -6.15
C 3.82 -2.64 2.28
C -2.12 2.36 -2.49
H 0.73 -2.13 -3.55
C 4.48 1.04 1.67
H -2.51 -0.43 -4.07
C 0.59 -0.56 -5.07
H 0.80 3.51 -3.84
H 2.16 -0.89 7.10
C -0.66 -0.25 3.83
N 5.94 -0.51 2.50
C 1.10 0.70 -2.90
H 2.07 -2.10 -4.70
H 1.46 4.10 -0.08
N 1.35 -1.70 1.43
C 4.71 -0.29 2.06
C 1.69 3.11 0.26
C -1.04 4.60 -3.64
H -2.14 -4.07 4.73
C 1.36 0.56 -4.40
H -5.65 0.33 -1.80
C -3.54 -0.60 -4.40
C -0.81 2.36 -2.93
H -0.28 2.34 -0.14
S 6.72 0.89 2.38
H 0.51 -2.73 -5.19
C 2.94 2.78 0.73
Pd -0.63 -0.35 0.96
C -2.94 3.48 -2.62
N 5.54 1.82 1.80
```

As for the total charge: +2. The LUMO energy (alpha / beta) is -0.2523 / -0.2588 Eh. The energy above the lowest of the compared OMol25 structures with the same formula, charge and spin comes out at 4.1 kJ/mol. The HOMO-LUMO gap (alpha / beta) comes out at 0.2455 / 0.2426 Ha.


# 3
Computed, not measured: a structure of composition C37H40O2P2Pd in a non-equilibrium geometry, with wB97M-V/def2-TZVPD.

```
82
C37H40O2P2Pd wB97M-V/def2-TZVPD
H 4.73 -2.33 2.17
H 3.97 -6.25 1.56
C -1.43 -3.79 -4.83
C -1.88 -3.40 0.85
C -0.30 2.88 1.62
H 1.87 -6.60 2.95
O -0.36 0.47 1.74
H 3.47 -3.03 4.20
H -3.22 -6.34 1.86
C -0.05 1.50 1.07
C 3.14 -5.07 3.75
C 4.78 2.34 -0.39
C 3.54 -3.68 3.35
H 0.74 -1.62 2.96
H 4.32 -5.71 -0.17
C 3.78 0.03 3.41
C -1.20 -3.84 -3.47
H -0.34 -0.48 -1.61
H 2.52 -0.36 6.60
H -1.19 2.81 2.23
C 5.50 -0.29 0.25
H 2.06 -3.32 -2.01
Pd 1.96 -3.12 1.87
H 4.69 0.35 2.85
H 7.50 0.36 0.04
H -1.94 -7.15 -0.05
C 4.18 -3.31 2.18
H 2.91 -5.07 4.85
H 4.55 3.37 -0.62
H -0.92 -0.97 0.05
C 3.78 1.42 -0.10
H 3.92 -2.46 -0.86
C 4.17 0.13 0.30
H 6.90 2.72 -0.46
C -2.69 -4.26 1.59
H 0.47 3.06 2.37
H -3.37 -3.90 2.36
P -0.08 -2.66 -1.15
H 0.51 -1.15 -5.72
H -1.92 -2.33 1.04
C 1.51 -5.00 1.72
H 0.95 -5.28 3.66
C 1.74 -2.75 -1.10
H 5.75 -1.31 0.53
H -1.71 -4.51 -2.77
H -0.37 -5.67 -1.24
H -2.11 -4.50 -5.23
C 3.93 -5.42 0.83
H 3.96 -5.81 3.53
C -0.30 -2.91 -2.95
C 3.68 0.12 4.80
C 1.83 -5.52 3.07
C -0.84 -2.83 -5.64
C -1.01 -5.32 -0.44
C 0.34 -1.93 -3.74
C 6.13 1.97 -0.32
C 2.59 -0.41 5.50
C 1.65 -1.18 3.40
C -2.67 -5.63 1.29
C 2.88 -2.24 -0.47
H -0.37 3.68 0.86
C 6.47 0.66 -0.03
P 3.27 -1.20 1.05
H -1.05 -2.81 -6.70
H 4.52 0.55 5.36
H 2.15 -5.04 -0.40
C -1.02 -3.90 -0.16
C -1.91 -6.13 0.25
H 2.72 1.68 -0.17
O 0.45 1.51 -0.10
C 0.05 -1.91 -5.10
H 0.70 -1.51 5.30
C 2.76 -0.61 2.70
H 5.77 -4.85 1.89
C 4.92 -4.32 1.34
C 1.57 -1.07 4.80
C 2.50 -5.00 0.64
H 0.36 -5.09 1.43
H -1.95 -1.26 -1.49
H 5.38 -3.82 0.45
H 0.96 -1.14 -3.28
C -0.95 -1.19 -1.01
```

As for the total charge: +2. The LUMO energy (alpha / beta) is -0.1979 / -0.3098 Eh. Its spin multiplicity is 5. The HOMO-LUMO gap (alpha / beta) comes out at 0.2078 / 0.2058 Ha.


# 4
Computed, not measured: a structure of composition C37H41Cl2N3O4RuS4, with wB97M-V/def2-TZVPD.

```
92
C37H41Cl2N3O4RuS4 wB97M-V/def2-TZVPD
H -2.85 6.14 3.13
C 0.50 -2.04 4.50
H 3.37 0.06 -1.08
S 0.14 -0.07 2.64
H -2.46 3.79 3.82
C 4.76 -2.64 -2.19
Ru 0.81 0.34 0.59
C 1.17 -2.47 2.09
H -2.95 -0.23 3.04
H 1.27 2.63 3.06
H 5.54 -4.61 -2.37
H -6.33 2.01 -1.00
S 1.14 -2.01 0.47
C 5.23 -1.48 -0.11
N -3.28 -1.95 1.92
H -1.95 5.11 -0.93
O -1.19 1.01 0.10
C 2.83 0.68 -5.74
C 5.13 -0.26 0.77
C 3.58 -0.06 -3.11
C 1.74 -3.82 2.43
H 2.54 0.95 -6.75
H 1.49 -2.15 4.94
H -2.81 -3.80 2.76
H -3.51 0.04 1.38
C 4.50 -0.01 -4.16
H -3.63 -2.65 3.84
S -1.91 -3.53 0.29
S -1.40 2.29 -0.70
C 4.64 -1.50 -1.39
C -2.08 4.82 0.11
H -0.03 -2.99 4.61
H 1.87 -3.95 3.50
C 1.89 0.70 -4.72
H 2.71 -3.94 1.94
H 2.84 2.20 2.44
N 3.91 -0.38 -1.82
H 6.60 -4.59 -0.12
H -1.83 2.09 2.11
N -3.64 -1.60 -0.33
H -2.06 -1.56 -1.69
H -3.38 -2.64 -2.16
H -6.28 1.80 -3.46
H 4.28 -2.65 -3.16
C -5.35 1.88 -2.91
O 2.86 0.34 0.57
H 0.86 0.97 -4.91
H -3.60 -0.87 -2.26
C 5.92 -2.60 0.32
O 3.52 -0.45 2.56
C -2.58 5.39 2.39
C 1.31 2.27 0.95
H -4.66 -0.50 2.64
O 1.13 3.02 0.01
C -2.99 -2.32 0.65
H -5.52 -2.50 -0.66
C 0.63 -1.64 3.06
C -1.88 3.51 0.51
C -2.36 4.08 2.78
C -4.20 2.11 -0.81
C 5.46 -3.74 -1.74
H -1.91 -2.44 3.44
C 6.04 -3.73 -0.48
Cl 1.01 0.26 -2.22
H -5.45 -1.43 0.75
H -0.03 -1.28 5.07
C 4.13 0.33 -5.46
H -5.47 -0.74 -0.87
C -4.14 1.87 -3.58
H 4.89 0.34 -6.23
H 5.34 0.64 0.18
Cl 6.18 -0.29 -3.85
H -4.21 2.23 0.27
H 2.19 3.84 2.11
H -2.00 1.98 -3.39
C -2.44 5.76 1.06
C -2.88 -2.76 3.05
C -5.10 -1.57 -0.27
H -4.12 1.78 -4.66
C -3.14 -1.68 -1.69
C -3.63 -0.58 2.26
H 5.85 -0.33 1.58
H -2.59 6.79 0.76
C 2.27 0.33 -3.45
H 6.36 -2.59 1.30
C 1.95 2.79 2.22
C -2.01 3.12 1.84
C -5.38 2.00 -1.52
C 3.75 -0.13 1.41
C -2.95 1.98 -2.88
H 1.09 -4.61 2.06
C -2.99 2.10 -1.49
```

As for the total charge: 0. The LUMO energy (alpha / beta) is -0.0247 / -0.0392 Eh. The energy above the lowest of the compared OMol25 structures with the same formula, charge and spin comes out at 77.1 kJ/mol. The HOMO-LUMO gap (alpha / beta) comes out at 0.2367 / 0.2306 Ha.


# 5
Computed, not measured: a structure of composition C37H41Cl6N5O10Si4TeZr in a non-equilibrium geometry, with wB97M-V/def2-TZVPD.

```
105
C37H41Cl6N5O10Si4TeZr wB97M-V/def2-TZVPD
H 1.65 2.42 -4.91
C 0.85 0.27 1.94
O -1.83 0.84 -3.15
C -6.40 0.29 -1.52
C -3.20 2.87 -0.23
Si 2.89 1.60 -2.94
N -2.86 2.22 3.02
H 3.96 -3.87 -1.96
Cl -1.38 0.05 5.66
H 0.57 -1.30 -4.39
O -2.74 -0.35 -4.70
C -1.44 -3.87 4.96
C 3.89 -1.94 -4.59
C -5.25 -0.06 -0.84
H 5.15 0.56 1.91
H -7.35 0.33 -0.99
C -5.03 1.39 4.21
O -1.80 -0.42 2.75
C -1.48 -1.48 4.87
H -4.06 4.66 -0.94
C -5.32 -0.33 0.63
C -3.15 4.14 -0.68
H 6.24 0.07 -1.44
C 0.89 -2.27 -4.00
C -1.87 4.77 -0.79
Si 2.61 -2.21 -3.24
C 2.13 -0.41 4.33
H 5.34 1.99 -2.74
O -2.92 -0.59 -0.93
H 0.14 -2.61 -3.28
C -1.34 -2.64 5.60
C 4.35 0.68 1.18
Si 4.35 -0.76 -0.02
H 3.40 0.75 1.73
H 1.27 2.41 0.30
C 1.12 -1.06 2.24
C -1.71 -3.95 3.61
H 2.24 -3.97 -1.54
H -1.16 -2.59 6.67
H 6.80 -1.03 -0.18
H 5.01 0.83 -4.03
C 0.26 2.02 0.38
C 4.04 -2.38 0.88
C -4.01 0.20 -2.88
C -3.81 1.86 3.55
C 2.94 -3.83 -2.37
H 0.82 -1.84 1.56
C -1.85 -2.77 2.91
H 6.02 -1.68 -1.62
Cl -1.26 -5.33 5.89
Cl -6.41 1.86 3.23
C 2.76 -0.73 5.65
O -4.23 0.04 1.31
H -1.80 5.79 -1.15
Zr -2.26 0.15 0.87
Cl -4.95 -0.37 4.36
H 0.23 4.55 -0.51
O -7.45 1.33 -4.73
C 2.46 3.13 -1.94
H 4.72 2.55 -4.30
H 1.96 0.69 -5.07
C 1.27 1.26 2.83
H -1.81 -4.91 3.12
Cl -2.19 -2.78 1.20
C -0.83 2.74 0.03
C 1.92 0.92 4.00
H 4.51 -2.36 1.86
C 1.68 1.47 -4.37
H 1.69 -2.31 5.70
H 2.99 3.16 -0.98
C -5.15 0.55 -3.56
H 1.05 2.30 2.62
H 2.74 4.02 -2.51
O 3.55 -0.02 6.20
H 4.48 -3.21 0.32
Si 2.75 -0.40 -1.71
H 3.88 -2.78 -5.29
C -0.75 4.10 -0.45
H 4.90 -1.86 -4.18
C 1.73 -1.40 3.44
O -6.30 -0.80 1.15
H 2.24 1.69 4.69
H -5.12 0.79 -4.62
H -4.15 2.36 -0.11
C 4.65 1.75 -3.56
H 0.87 -2.99 -4.83
O -8.58 1.11 -2.91
C 6.00 -0.85 -0.90
H 0.67 1.26 -4.01
H 1.39 3.17 -1.75
H 1.92 -2.45 3.65
C -1.72 -1.51 3.49
N 0.10 0.65 0.77
N -2.75 0.20 -3.62
Te 0.35 -0.65 -0.95
H 3.69 -1.03 -5.15
H 4.51 1.62 0.66
H 2.98 -2.58 1.02
N -2.09 2.14 0.12
N -7.57 0.99 -3.57
H 2.83 -4.67 -3.06
Cl -5.11 2.14 5.81
C -6.34 0.60 -2.86
O 2.42 -1.92 6.20
C -4.02 -0.15 -1.52
```

As for the total charge: 0. The LUMO energy is -0.0360 Eh. The energy above the lowest of the compared OMol25 structures with the same formula, charge and spin comes out at 60.8 kJ/mol. The HOMO-LUMO gap comes out at 0.2259 Ha.


We obtain electronic energy values of -8031.58124, -4764.80091, -2394.05914, -4507.77348, -6695.02586 a.u. for the records listed above, in that order.